Here is a molecular structure, C17H27N2O2PPd at a distorted geometry from the Open Molecules 2025 dataset. Energies are from ωB97M-V/def2-TZVPD.

Properties
2S+1 = 3
expectation value of S² = 2.01
gap between HOMO and LUMO (spin up / spin down) = 0.2387 / 0.2809 hartree
energy relative to the best compared isomer or geometry (same formula, charge and spin) = 0.882 eV
LUMO energy (spin up / spin down) = 0.4 / -0.6 eV
HOMO level (spin up / spin down) = -6.05 / -8.21 eV
total charge = 0
strongest force on any atom = 2.96 eV Å⁻¹

Last column: natural (NBO) charge in e.
Positions of all 50 atoms, in Å:
C: -2.8330 0.2585 -4.0791  -0.233
C: -2.6309 -0.9930 -3.5111  -0.227
C: -1.8304 -1.1360 -2.3579  0.041
C: -1.2955 -0.0030 -1.7658  -0.273
C: -1.5015 1.2521 -2.3184  -0.101
C: -2.2821 1.3857 -3.4805  -0.212
C: -1.6417 -2.5102 -1.7634  -0.469
C: -0.2178 -3.0225 -1.5573  -0.227
N: 0.8085 -2.0105 -1.2518  -0.470
Pd: -0.2705 -0.2500 -0.0155  0.708
C: -0.8844 2.4694 -1.6774  -0.755
P: 0.7398 2.0438 -0.9824  1.274
H: -3.0718 -1.8895 -3.9437  0.206
H: -2.4289 2.3812 -3.8979  0.203
H: -3.4219 0.3541 -4.9819  0.213
H: -1.5011 2.8689 -0.8520  0.260
H: -0.7275 3.2748 -2.4074  0.236
H: -2.1415 -2.5675 -0.7845  0.248
H: -2.1276 -3.2327 -2.4252  0.211
H: -0.2449 -3.7082 -0.7033  0.252
C: 1.4395 3.3331 0.0390  -0.971
C: 1.7440 1.8923 -2.4732  -1.013
H: 0.1266 -3.5632 -2.4580  0.165
C: 1.4074 -1.4894 -2.4829  -0.420
C: 1.8594 -2.5318 -0.3670  -0.415
H: -0.0528 1.3164 0.3687  -0.147
H: 1.8961 -2.3266 -3.0108  0.176
H: 0.6387 -1.0554 -3.1263  0.219
H: 2.1583 -0.7322 -2.2418  0.192
H: 2.4537 -3.2860 -0.9052  0.172
H: 2.5093 -1.7075 -0.0541  0.197
H: 1.3958 -2.9821 0.5155  0.229
H: 1.8457 2.8907 -2.9111  0.238
H: 2.7456 1.5075 -2.2250  0.246
H: 1.2796 1.2335 -3.2135  0.269
H: 1.5670 4.2322 -0.5760  0.245
H: 0.7786 3.5427 0.8870  0.281
H: 2.4156 2.9955 0.4103  0.263
H: 1.1523 0.7369 -0.2898  -0.020
O: -0.3868 0.7920 3.0948  -0.614
C: -0.7423 -0.3694 2.9920  0.692
C: -1.2409 -1.2619 4.1383  -0.521
C: -1.5757 -2.5907 3.5067  -0.517
C: -1.1716 -2.4353 2.0395  0.693
O: -1.1980 -3.3640 1.2348  -0.656
N: -0.7679 -1.1356 1.8306  -0.786
H: -0.4544 -1.3693 4.8910  0.228
H: -2.1198 -0.8083 4.6044  0.230
H: -1.0216 -3.4199 3.9518  0.228
H: -2.6472 -2.8074 3.5598  0.230